Entry 1:
The following is a quantum chemistry calculation of a 10-piece molecular cluster, C19H59N7O16 overall in a non-equilibrium geometry, from the OMol25 dataset.

Calculated total energy: -63838.6394 eV
Total charge: +1
Spin multiplicity: 2
HOMO-LUMO gap (spin up / spin down): 7.69 / 1.65 eV

Last column: Löwdin charge in e.
Element x y z (Å)
1 C 28.7740 17.1031 -27.6665  -0.037
2 C 29.6710 18.0602 -26.9176  -0.312
3 C 29.5759 17.9243 -25.3700  -0.120
4 O 30.4619 18.8993 -24.7830  -0.185
5 C 30.7234 18.7119 -23.3908  -0.043
6 N 31.0426 17.7364 -27.3348  0.360
7 H 27.7034 17.3009 -27.6132  0.101
8 H 28.7657 16.1476 -27.1420  0.093
9 H 29.0222 16.9313 -28.7139  0.103
10 H 29.4882 19.0851 -27.2405  0.173
11 H 29.9553 16.9202 -25.1801  0.129
12 H 28.5451 17.9339 -25.0158  0.124
13 H 31.0635 17.7230 -23.0833  0.081
14 H 29.7101 18.8508 -23.0141  0.082
15 H 31.3691 19.5124 -23.0296  0.101
16 H 31.1185 16.7294 -27.3190  0.154
17 H 31.7082 18.0698 -26.6521  0.149
18 C 29.4957 15.8487 -15.7765  -0.229
19 C 29.4524 15.5127 -14.2917  -0.225
20 O 29.3107 16.7431 -13.5335  -0.066
21 O 28.1555 15.9196 -16.3426  -0.066
22 H 30.1512 15.1491 -16.2951  0.114
23 H 30.1130 16.7463 -15.7391  0.107
24 H 30.3877 15.0575 -13.9660  0.117
25 H 28.7066 14.7648 -14.0222  0.123
26 H 28.4042 17.0075 -13.7069  0.070
27 H 27.6696 16.4046 -15.6717  0.072
28 C 25.4415 16.5907 -23.0698  -0.220
29 C 26.6953 17.4534 -22.9402  -0.286
30 O 26.5263 18.2074 -21.8141  -0.044
31 O 24.3068 17.3575 -23.4114  -0.026
32 H 25.2948 15.9930 -22.1702  0.135
33 H 25.6163 15.8085 -23.8085  0.114
34 H 26.7395 18.0034 -23.8802  0.093
35 H 27.5952 16.8578 -22.7868  0.116
36 H 25.9505 18.9137 -22.1161  0.076
37 H 24.5226 18.0534 -24.0365  0.066
38 C 26.8315 21.0598 -23.4463  -0.223
39 C 27.7141 21.6200 -22.2812  -0.245
40 O 27.0008 22.5621 -21.5615  -0.046
41 O 25.5014 20.5951 -23.2951  -0.058
42 H 27.3845 20.2166 -23.8602  0.089
43 H 26.7184 21.8321 -24.2072  0.119
44 H 28.6868 21.9421 -22.6529  0.128
45 H 27.6733 20.7820 -21.5853  0.109
46 H 26.8224 23.2761 -22.1778  0.099
47 H 25.2129 20.0991 -24.0647  0.082
48 C 33.3455 16.5775 -16.0968  -0.246
49 C 32.7405 16.9370 -17.4974  -0.254
50 O 32.4310 15.8239 -18.3012  -0.065
51 O 34.6260 16.1821 -16.3710  -0.051
52 H 32.8383 15.7009 -15.6939  0.110
53 H 33.2525 17.3418 -15.3253  0.126
54 H 33.4228 17.5998 -18.0295  0.093
55 H 31.8855 17.6096 -17.4294  0.097
56 H 31.9473 16.2076 -19.0364  0.046
57 H 34.5506 15.3102 -16.7658  0.095
58 C 31.0630 14.3151 -23.0035  -0.243
59 C 30.6519 13.6424 -21.6241  -0.166
60 O 29.2519 13.9477 -21.4399  -0.091
61 O 30.4096 13.7190 -24.0985  -0.066
62 H 32.1053 14.1090 -23.2472  0.115
63 H 31.0052 15.3966 -22.8805  0.087
64 H 31.3449 14.0434 -20.8845  0.110
65 H 30.7951 12.5628 -21.6690  0.121
66 H 29.1743 14.8161 -21.0380  0.037
67 H 29.4942 14.0057 -24.1372  0.074
68 C 29.8383 18.3477 -19.6881  -0.230
69 C 28.9275 17.1402 -19.3255  -0.186
70 O 28.3456 16.5448 -20.4661  -0.100
71 O 31.1491 18.0507 -20.0423  -0.072
72 H 29.9049 19.0174 -18.8307  0.102
73 H 29.3666 19.0714 -20.3528  0.105
74 H 28.1069 17.5089 -18.7100  0.123
75 H 29.4706 16.3767 -18.7684  0.113
76 H 27.7036 17.1668 -20.8161  0.039
77 H 31.8356 18.6662 -19.7749  0.027
78 C 30.6458 22.2284 -19.7486  -0.724
79 O 31.2444 22.3940 -20.8126  0.002
80 N 31.1178 21.4946 -18.7901  0.171
81 N 29.3957 22.5746 -19.4337  0.166
82 H 31.9581 20.9527 -18.9325  0.054
83 H 30.4399 21.1910 -18.1056  0.111
84 H 28.8837 23.1331 -20.1016  0.094
85 H 29.1547 22.7150 -18.4630  0.115
86 C 25.8505 13.5689 -19.4346  -0.767
87 O 24.7008 13.2230 -19.1950  0.021
88 N 26.4358 14.6864 -18.9650  0.164
89 N 26.5969 12.9979 -20.3164  0.168
90 H 25.8567 15.2347 -18.3452  0.112
91 H 27.4361 14.7940 -19.0541  0.076
92 H 27.5836 13.1982 -20.3964  0.076
93 H 26.1469 12.1646 -20.6674  0.125
94 C 34.0142 20.0672 -20.0714  -0.698
95 O 33.0927 19.7615 -19.3432  -0.001
96 N 35.2451 19.5816 -19.9910  0.188
97 N 33.8552 20.7711 -21.1472  0.201
98 H 35.5507 19.0267 -19.2044  0.127
99 H 35.9468 20.0532 -20.5436  0.112
100 H 34.6905 20.9900 -21.6710  0.121
101 H 32.9738 21.2368 -21.3096  0.088

Forces on the atoms, in the same order (eV/Å):
-1.178 -0.976 0.575
-0.214 0.568 -2.429
2.642 0.449 0.695
-0.280 -1.063 -1.957
-1.688 0.271 0.406
-1.739 -0.657 3.385
0.107 0.806 -0.097
0.528 -0.414 -0.115
0.185 0.251 0.134
-0.026 0.378 0.411
0.017 -0.343 0.477
-0.268 0.506 -0.331
0.297 -0.038 -0.366
0.198 -0.003 1.193
-0.003 -0.191 -0.246
0.506 -0.784 -1.324
0.958 1.160 -0.236
0.164 -0.766 0.892
0.575 0.167 0.347
-0.324 -1.002 -0.421
1.693 0.294 0.289
-0.706 -0.410 -0.432
-0.591 0.785 -0.715
0.224 0.277 -0.111
-0.425 0.173 -0.127
-0.125 0.409 0.412
-0.451 0.090 -0.180
0.880 -1.024 -0.941
-1.007 -2.207 -0.359
0.582 1.738 0.685
-0.281 -0.073 0.693
-0.424 0.611 0.350
0.030 -0.052 -0.587
0.417 0.607 -0.191
0.048 -0.266 -0.404
-0.544 0.793 0.701
0.140 -0.210 -0.145
1.038 0.463 -2.031
-3.001 -2.434 0.093
0.033 1.547 0.146
-0.462 -0.275 2.242
0.603 0.070 -0.284
0.631 0.279 -0.292
0.083 -0.243 0.023
1.311 -0.203 0.132
-0.307 0.487 0.177
0.289 0.342 -0.188
-2.128 -0.647 -1.828
-0.335 1.683 1.104
0.080 -0.547 0.464
2.395 -0.333 0.420
-0.695 0.019 0.108
0.411 0.365 -0.425
0.674 -0.190 0.176
-0.654 -0.198 0.460
-0.128 0.007 -0.416
0.291 -0.044 -0.090
0.827 -1.704 1.326
-0.046 1.171 -2.031
0.968 -0.759 0.300
-0.452 0.700 -0.530
0.266 -0.008 0.483
-0.603 0.248 -0.296
-0.373 0.121 0.479
-0.277 0.078 -0.088
-0.180 0.601 0.054
-0.237 -0.173 0.322
-0.268 1.019 1.769
0.419 1.347 -0.507
0.712 -0.730 -0.413
0.012 -2.188 -1.444
-0.219 -0.302 0.815
-0.378 -0.491 -0.948
0.172 0.082 0.355
0.092 0.054 -0.028
-0.339 0.181 0.066
0.018 0.810 0.412
0.218 -0.500 -1.425
-0.278 0.529 -0.624
1.418 -1.624 2.926
-2.420 1.896 -0.904
0.100 -0.078 0.137
0.596 -0.143 0.049
-0.063 0.019 0.188
0.017 0.025 -0.306
-2.163 1.736 1.281
-0.127 0.074 0.347
-0.294 1.174 1.251
1.593 -2.955 -2.694
0.678 -0.027 0.139
-0.500 0.419 0.326
-0.164 -0.388 -0.430
0.779 -0.131 -0.260
0.411 -1.242 -0.166
-1.022 -0.749 1.797
2.246 -0.763 0.896
-0.398 2.112 -2.675
-0.162 0.210 -0.077
0.145 -0.438 0.398
-0.666 0.330 -0.230
-0.106 0.455 0.036

---

Entry 2:
The following is a quantum chemistry calculation of a 11-piece molecular cluster, C19H60N8O11 overall in a non-equilibrium geometry, from the OMol25 dataset.

Calculated total energy: -55123.4820 eV
ΔE to the lowest compared entry with this formula, charge and spin: 0.1322 eV
Spin multiplicity: 1
HOMO-LUMO gap: 9.82 eV

Last column: Löwdin charge in e.
Element x y z (Å)
1 C 15.8963 2.4790 10.2268  -0.096
2 O 15.1827 1.8726 11.3294  -0.140
3 H 16.9245 2.1249 10.3183  0.084
4 H 15.4699 2.1952 9.2678  0.041
5 H 15.8815 3.5656 10.3003  0.091
6 H 14.9935 2.5802 11.9514  0.096
7 C 16.3701 -1.1311 10.4776  -0.114
8 O 15.3545 -0.8466 11.4506  -0.155
9 H 17.2762 -0.5719 10.7264  0.082
10 H 16.6408 -2.1771 10.6235  0.084
11 H 16.0287 -0.9407 9.4609  0.070
12 H 15.2541 0.1236 11.4941  0.039
13 C 8.7369 2.2058 7.2326  -0.154
14 O 9.4490 2.6000 8.4002  -0.140
15 H 9.2381 2.5036 6.3068  0.070
16 H 8.6522 1.1195 7.2974  0.059
17 H 7.7704 2.7084 7.1959  0.079
18 H 10.3997 2.6282 8.2371  0.026
19 C 12.1004 3.5346 3.4880  -0.652
20 O 11.2935 3.2372 2.6095  -0.001
21 N 12.2177 2.7899 4.6115  0.176
22 N 12.7918 4.7163 3.4558  0.160
23 H 12.7131 3.0182 5.4572  0.095
24 H 11.6079 1.9892 4.7196  0.043
25 H 13.4300 4.9791 4.1800  0.094
26 H 12.4608 5.3341 2.7380  0.104
27 C 12.7868 0.8870 8.1098  -0.656
28 O 12.3009 1.9982 8.3733  -0.021
29 N 12.6954 0.2766 6.9081  0.207
30 N 13.5411 0.1898 8.9898  0.194
31 H 12.0522 0.6403 6.2182  0.052
32 H 12.9270 -0.7022 6.9453  0.066
33 H 13.7104 -0.8007 8.8849  0.060
34 H 13.6933 0.5317 9.9229  0.062
35 C 9.8354 0.2117 4.1139  -0.629
36 O 10.6456 0.4647 4.9962  -0.022
37 N 9.5232 1.0656 3.1063  0.183
38 N 9.1524 -0.9734 4.0891  0.163
39 H 8.7643 0.8559 2.4828  0.101
40 H 10.0502 1.9090 2.9102  0.055
41 H 8.4183 -1.1779 3.4390  0.097
42 H 9.5574 -1.6892 4.6642  0.100
43 C 11.6511 1.9041 12.4084  -0.677
44 O 11.4975 1.5549 13.5735  0.010
45 N 11.6828 1.0528 11.3414  0.189
46 N 11.7343 3.2291 12.0848  0.151
47 H 12.1058 1.4869 10.5338  0.049
48 H 11.7252 0.0600 11.4981  0.076
49 H 11.6511 3.5295 11.1295  0.093
50 H 11.6025 3.8853 12.8302  0.099
51 C 7.6636 -0.4775 9.6528  -0.046
52 C 8.9549 -1.2035 10.0546  -0.473
53 C 8.7611 -2.7013 10.0977  -0.048
54 O 9.9657 -0.9743 9.0584  -0.078
55 H 7.0488 -1.0749 8.9796  0.081
56 H 7.9441 0.4878 9.2362  0.053
57 H 7.0812 -0.2605 10.5528  0.083
58 H 9.3043 -0.6798 10.9512  0.125
59 H 9.5606 -3.2284 10.6167  0.062
60 H 8.7657 -3.0852 9.0733  0.082
61 H 7.7604 -2.9381 10.4623  0.080
62 H 10.1102 -0.0221 8.9851  0.056
63 C 12.0290 -4.0623 6.8868  -0.047
64 C 13.4618 -3.5341 6.9802  -0.482
65 C 13.8461 -2.8800 5.6576  -0.058
66 O 13.6388 -2.6268 8.0465  -0.072
67 H 11.2945 -3.2569 6.7984  0.079
68 H 11.7695 -4.6276 7.7854  0.080
69 H 11.9513 -4.6936 6.0032  0.078
70 H 14.1237 -4.4090 7.0260  0.135
71 H 14.9244 -2.6946 5.5871  0.081
72 H 13.3679 -1.9290 5.4251  0.064
73 H 13.6653 -3.5710 4.8322  0.081
74 H 13.1583 -2.9263 8.8355  0.077
75 C 15.6537 2.0922 4.0964  -0.048
76 C 16.5319 2.3111 5.3306  -0.460
77 C 15.9329 1.8491 6.6361  -0.068
78 O 17.7102 1.5197 5.0879  -0.068
79 H 15.4083 1.0311 4.0220  0.084
80 H 16.1341 2.4566 3.1934  0.081
81 H 14.6781 2.5828 4.1781  0.039
82 H 16.8558 3.3523 5.3403  0.135
83 H 16.5629 1.9803 7.5134  0.065
84 H 15.6007 0.8064 6.6274  0.080
85 H 15.0086 2.4016 6.8569  0.075
86 H 17.6262 0.6426 5.4679  0.078
87 C 13.8590 -3.9686 12.1389  -0.053
88 C 12.7176 -2.9987 11.9271  -0.468
89 C 12.3257 -2.1869 13.1605  -0.042
90 O 13.0369 -2.1177 10.8323  -0.108
91 H 14.7166 -3.5074 12.6290  0.083
92 H 14.1647 -4.3967 11.1804  0.078
93 H 13.5432 -4.8441 12.7146  0.081
94 H 11.8146 -3.5229 11.6035  0.123
95 H 13.1038 -1.5331 13.5495  0.086
96 H 12.1882 -2.9336 13.9550  0.084
97 H 11.3737 -1.7003 12.9678  0.071
98 H 13.9543 -1.7967 10.9684  0.037

Forces on the atoms, in the same order (eV/Å):
0.302 -0.230 0.538
-0.128 0.612 -0.566
0.083 0.172 -0.389
-0.159 -0.187 0.205
-0.019 -0.003 0.033
-0.246 -0.256 0.202
0.179 -0.137 0.998
0.271 0.004 -0.451
-0.045 0.191 -0.306
-0.171 -0.066 -0.314
0.098 -0.003 -0.082
-0.032 -0.142 0.165
0.592 0.011 0.109
-0.260 0.504 0.183
0.204 -0.203 0.076
-0.413 -0.006 -0.620
-0.124 -0.210 0.359
0.119 -0.256 -0.170
-0.734 0.620 1.176
0.241 0.006 -0.414
0.248 -0.458 0.331
-0.247 -0.760 -0.495
0.160 0.496 -0.254
-0.120 -0.152 -0.312
-0.027 0.245 -0.039
0.409 0.305 0.072
0.177 -0.019 -0.037
0.136 0.088 -0.017
0.011 0.363 0.168
0.619 -0.091 0.724
-0.110 -0.527 0.232
-0.176 -0.104 -0.434
-0.169 0.118 -0.357
-0.229 0.213 -0.037
-0.977 0.259 -1.105
0.445 -0.143 0.049
-0.387 -0.184 0.105
0.440 0.074 0.519
0.123 -0.140 -0.018
0.356 0.233 0.253
0.165 -0.091 -0.083
-0.373 -0.156 0.095
-0.753 -0.519 1.085
0.202 -0.114 -0.302
0.164 0.950 0.031
0.507 0.205 -0.429
-0.316 -0.610 -0.449
0.279 -0.018 -0.084
-0.115 0.103 0.034
-0.110 0.004 0.001
0.208 -0.076 0.604
-0.059 0.931 -0.979
-0.102 -0.071 -0.072
0.146 -0.128 -0.209
0.081 0.170 -0.234
-0.224 0.008 -0.194
-0.105 -0.127 -0.056
-0.013 -0.727 0.414
-0.182 0.000 0.274
0.096 0.264 -0.083
0.232 -0.152 0.497
-0.019 0.031 0.089
0.066 0.247 0.327
-0.560 -0.276 -1.274
0.847 0.152 -0.302
0.125 -0.070 -0.002
0.157 0.126 -0.006
-0.021 -0.130 -0.102
-0.096 -0.191 0.110
0.078 0.067 0.625
-0.056 0.084 0.330
-0.328 -0.102 0.129
-0.280 -0.006 0.077
0.065 0.164 0.103
-0.913 0.183 0.712
0.419 -1.384 -0.782
-1.271 0.512 0.415
0.795 0.611 -0.065
0.217 -0.053 -0.195
0.189 -0.155 -0.009
0.197 0.133 0.035
0.100 -0.009 0.326
0.431 0.089 -0.285
0.209 -0.063 -0.319
0.074 0.042 -0.045
-0.291 0.027 0.090
-0.182 -0.751 -0.042
0.129 0.865 -0.271
0.172 -1.380 0.262
-0.045 -0.326 -0.164
0.000 0.080 -0.031
0.126 0.249 -0.058
-0.003 0.236 0.275
0.124 -0.176 -0.060
-0.027 0.337 -0.421
-0.336 0.212 0.047
0.098 0.373 0.235
-0.359 0.170 0.308

---

Question: Which of these has the highest calculated total energy?
Answer: C19H60N8O11